1.
DFT (ωB97M-V/def2-TZVPD) results for a molecular structure, C23H62AlO8.

The value obtained for the largest force on an atom is 0.37 eV Å⁻¹. The energy relative to the best compared isomer or geometry (same formula, charge and spin) comes out at 12.6 kJ/mol. The value obtained for the orbital gap is 5.76 eV. The energy comes out at -47831.859 eV. The charge is -1.

Last column: Löwdin charge in e.
Element x y z (Å)
H -11.77827 -2.37141 6.30108  0.079
H 8.59701 0.84958 -2.39266  0.071
C -0.42239 -3.01783 -2.50860  -0.063
H -11.78676 -0.82842 7.16164  0.080
H 3.74621 6.08733 -3.84613  0.085
H 3.07378 1.26723 -6.12704  -0.163
H 3.11363 0.97926 0.66752  0.083
O 7.96005 1.32093 -4.81643  -0.153
O 2.96000 2.94187 -1.21410  -0.060
C -9.65946 0.32436 5.79214  -0.061
H -4.51247 -2.48745 0.13088  0.137
C 0.43252 -1.03523 -1.21057  -0.062
H -0.62699 -3.40205 -3.50880  0.077
C 2.52050 1.86105 0.92422  -0.064
C 5.52842 8.02735 -2.94721  -0.068
H 5.32372 -0.09698 -6.55853  -0.157
O -6.48148 -5.38807 4.04778  -0.062
H 5.30382 5.31305 -3.53005  0.076
H 2.42348 3.94519 0.42738  0.134
C 3.05714 3.08523 0.19676  -0.499
C 7.35950 2.49267 -4.32555  -0.189
H 4.87950 8.41764 -3.73245  0.077
H 1.99255 -2.07961 -3.00271  0.081
H -5.95588 -4.03442 1.49785  0.078
H -4.67922 -5.24976 1.43132  0.083
C -5.00185 -4.16449 -1.11249  -0.063
O 1.29744 -1.54524 -3.39988  -0.078
H 10.35408 0.58565 -2.59525  0.064
H 3.95659 7.32557 -1.66666  0.135
O -2.92335 -3.69866 0.04472  -0.059
H 4.31613 -0.44087 -3.01071  0.033
C -4.34108 -3.56556 0.11973  -0.501
H 2.55743 1.99701 2.00700  0.074
H -4.39471 -3.72642 2.27136  0.074
C 4.49323 3.39520 0.59264  -0.056
H 3.92932 4.98001 -2.47527  0.066
H -10.22212 0.80855 4.99315  0.080
O -9.25469 -1.78015 6.93014  -0.063
H -4.21517 -5.77463 5.39498  0.078
O 5.85547 0.87443 -3.21684  -0.251
C -10.04413 -1.14007 5.92855  -0.504
H 8.08811 3.06477 -3.73883  0.107
H 3.21729 -1.34150 -5.59880  -0.150
H 1.19184 -1.64246 -0.70836  0.080
H -9.86601 0.85695 6.72501  0.080
H -4.64695 -4.81586 6.82048  0.079
C -5.04644 -5.41569 6.00172  -0.062
H -0.45921 -1.01332 -0.57968  0.075
H 6.26211 2.72646 -2.47784  0.105
H -12.13743 -0.87215 5.42861  0.079
H -9.43975 -1.34937 7.77118  0.087
H -0.58638 -0.96144 -3.09816  0.138
H -1.33965 -3.05064 -1.91809  0.053
H 7.06474 3.10088 -5.18602  0.117
C 4.42378 5.75898 -3.05674  -0.047
C -4.87905 -4.17525 1.40381  -0.070
H 4.58451 3.59046 1.66358  0.076
H -5.55176 -6.28540 6.43214  0.079
H 3.52490 2.20918 -1.49637  0.064
H -8.59575 0.42176 5.57704  0.080
C 4.83893 6.91958 -2.16544  -0.499
C 9.28735 1.11009 -4.42108  -0.289
H 9.19222 -0.62455 -3.14434  0.074
H 3.80159 1.21564 -3.22023  0.021
H 0.82712 -0.02291 -1.30477  0.069
H 6.43805 7.64412 -3.41830  0.079
H 0.31009 -3.68235 -2.03929  0.079
H 5.81050 8.84756 -2.28595  0.073
H -6.08323 -4.02116 -1.09044  0.077
H -2.71258 -4.63804 0.02786  0.088
C -11.52683 -1.31435 6.21675  -0.063
H -4.80191 -5.23882 -1.16148  0.080
Al 4.04234 0.06321 -5.57450  0.177
O 5.67034 6.45809 -1.10080  -0.063
C -6.01999 -4.61168 5.15429  -0.500
C 6.10833 2.22287 -3.44579  -0.247
H -9.79281 -1.66556 5.00518  0.134
H -5.49058 -3.77342 4.69755  0.131
H -7.86462 -3.50430 5.34681  0.066
H 6.45532 6.06332 -1.49502  0.085
C -7.18718 -4.08356 5.97102  -0.064
H -6.95959 -6.14595 4.39965  0.084
C 4.51140 0.46165 -3.60238  -0.330
H 5.14324 2.55258 0.33946  0.083
H 1.48903 1.66270 0.63141  0.069
H 9.85908 2.04803 -4.43465  0.105
H 4.85303 4.27250 0.05375  0.057
C 9.36917 0.44657 -3.04743  -0.068
H -6.85013 -3.44523 6.78687  0.079
H -4.60621 -3.70744 -2.01935  0.079
H 9.72544 0.45510 -5.17602  0.114
H 5.24175 2.69589 -3.91987  0.104
H -7.75589 -4.91424 6.40022  0.085
C 0.13679 -1.60417 -2.59127  -0.505



2.
DFT (ωB97M-V/def2-TZVPD) results for 10 unconnected molecules or ions with the total composition C23H62F2N3O29S9 in a non-equilibrium geometry.

The value obtained for the largest force on an atom is 14.60 eV Å⁻¹. The energy relative to the best compared isomer or geometry (same formula, charge and spin) comes out at 648.6 kJ/mol. The value obtained for the orbital gap is 9.97 eV. The energy comes out at -191642.581 eV. The charge is -1.

Last column: Löwdin charge in e.
Element x y z (Å)
S 30.53685 -8.23463 -17.45632  0.595
C 26.15287 -9.05552 -17.74807  0.036
H 32.35294 -3.43771 -15.72936  0.046
H 36.34763 -8.59393 -16.83584  0.066
H 26.08005 -8.06457 -18.19619  0.092
O 35.08084 -3.43501 -16.34979  -0.279
N 31.08604 -8.37441 -19.01632  -0.240
O 30.22174 -14.74220 -19.00548  -0.309
H 36.05814 -11.21349 -20.60313  0.120
H 35.69552 -8.14927 -18.48191  0.064
O 29.38754 -8.23684 -24.62652  -0.263
H 40.41611 -6.29248 -14.94494  0.074
H 29.01890 -11.79357 -17.51422  0.036
H 33.55034 -10.31220 -19.55866  0.049
O 32.27739 -5.34977 -22.62760  0.024
H 35.52753 -2.25284 -14.66109  0.105
S 30.30884 -9.67973 -24.35301  0.671
O 34.20727 -4.36855 -18.63057  -0.293
C 32.28429 -9.90091 -11.69368  -0.290
H 30.32166 -7.90089 -13.21282  0.074
S 37.99061 -7.60789 -18.28896  0.682
O 24.98995 -8.42524 -15.90491  0.045
C 27.99019 -7.11782 -20.86993  -0.089
H 30.53761 -5.62460 -26.39552  0.076
C 36.27205 -7.83299 -17.61261  -0.079
F 32.66745 -7.58647 -20.32607  -0.180
C 36.22409 -12.16274 -20.09375  -0.268
H 32.49471 -5.16660 -16.24367  0.063
C 34.72026 -2.84058 -15.09811  -0.302
O 30.06055 -11.23624 -12.96755  -0.332
O 33.53173 -1.94397 -17.75764  -0.334
S 33.86245 -3.39980 -17.59488  0.765
C 29.58873 -12.72138 -17.46361  -0.073
C 23.49619 -6.53075 -19.80595  -0.049
O 35.10397 -12.97961 -19.69636  -0.289
N 26.08663 -8.77936 -16.35410  -0.441
O 31.38157 -9.86094 -25.32239  -0.288
O 38.69907 -6.81340 -16.99151  -0.294
C 30.06599 -6.59679 -26.25229  -0.057
S 33.51604 -12.63768 -20.20107  0.702
S 29.03159 -13.85903 -18.86123  0.687
H 32.23307 -2.48436 -21.31499  0.099
O 33.55704 -12.25710 -21.60938  -0.314
S 29.64295 -9.95653 -12.33317  0.732
O 37.91931 -6.76482 -19.47963  -0.302
C 34.58400 -3.96775 -14.01707  -0.069
H 23.32373 -6.99891 -18.83683  0.072
O 27.74218 -14.35372 -18.52048  -0.290
H 37.59046 -13.09123 -18.73329  0.074
H 36.66059 -12.86352 -20.80542  0.111
H 27.52117 -12.58409 -21.98547  0.079
C 33.06256 -11.15476 -19.06849  -0.065
H 32.98284 -10.71359 -9.85022  0.072
H 32.95232 -9.04852 -11.57007  0.118
C 30.91421 -9.39682 -22.58823  -0.066
H 33.96703 -2.05307 -15.12209  0.109
O 31.10916 -6.02126 -19.39299  -0.293
O 28.02558 -5.55322 -18.64294  -0.264
H 31.81461 -8.79398 -22.70645  0.059
H 41.53057 -5.41528 -15.82842  0.080
H 35.35289 -4.73806 -14.07656  0.077
H 30.06878 -9.08343 -21.97574  0.054
C 29.78368 -8.73342 -13.66623  -0.098
H 28.03663 -10.66572 -20.18795  0.093
C 24.78465 -5.68977 -20.00420  -0.311
H 27.39279 -11.59992 -19.14604  0.084
S 31.87061 -7.21555 -19.01356  0.303
C 37.26009 -12.07555 -18.95088  -0.067
H 31.58157 -4.04533 -17.22962  0.065
C 40.48138 -5.70869 -15.86311  -0.085
H 28.83795 -6.69121 -21.40604  0.066
S 27.31369 -5.71921 -19.89614  0.650
H 31.84939 -11.72261 -10.68469  0.079
H 24.85199 -5.58353 -21.08691  0.117
C 32.70742 -11.06930 -10.84305  -0.081
H 30.90832 -3.72239 -21.32781  0.093
C 26.87005 -11.98950 -21.34469  -0.042
O 32.71053 -13.79815 -19.81127  -0.312
H 25.22358 -9.60223 -17.90813  0.117
H 31.32043 -10.36560 -22.29747  0.056
O 33.99298 -4.17548 -21.90679  0.103
H 31.09177 -7.10299 -24.38669  0.102
O 27.05977 -8.93710 -15.64857  0.079
O 28.97629 -12.67533 -20.05321  -0.277
O 28.39016 -9.60722 -11.61260  -0.309
H 38.10981 -11.43116 -19.17637  0.061
H 27.15961 -7.59518 -21.38990  0.074
H 29.07774 -6.53323 -26.70772  0.078
H 30.36463 -9.12561 -14.50097  0.036
C 31.97168 -3.53391 -21.18002  0.047
C 27.83634 -11.73572 -20.13241  -0.251
O 29.31093 -10.64953 -24.19168  -0.292
H 39.79472 -4.89488 -15.63004  0.081
H 22.66801 -5.85012 -20.00334  0.077
O 38.55831 -8.94846 -18.50329  -0.334
H 26.16764 -12.76824 -21.04756  0.065
O 30.93368 -9.60333 -11.32546  -0.290
H 23.50182 -7.37787 -20.49184  0.075
H 35.93161 -6.87515 -17.21926  0.061
H 32.32959 -3.96015 -20.24283  0.057
H 29.57117 -6.36425 -24.12786  0.114
H 40.65051 -7.28284 -17.38827  0.120
F 29.16975 -9.10785 -17.62066  -0.221
H 28.37799 -7.82004 -20.13196  0.038
H 34.52139 -3.45044 -13.05969  0.073
H 30.66263 -12.59581 -17.60172  0.053
O 32.96039 -7.09232 -18.07970  -0.281
H 33.49892 -11.35118 -18.08915  0.070
H 27.06480 -9.62415 -17.93015  0.073
C 30.08492 -7.05061 -24.80096  -0.350
O 30.04145 -6.94089 -16.99497  -0.262
O 25.88557 -6.36461 -19.56524  -0.289
H 36.81866 -11.62286 -18.06301  0.068
H 33.52824 -11.70003 -11.18442  0.078
H 30.69904 -7.36793 -26.69126  0.074
H 31.97732 -11.07866 -19.13600  0.043
O 27.25272 -4.72773 -20.97362  -0.303
H 26.35346 -11.10783 -21.72402  0.075
N 32.85288 -4.42574 -22.02370  -0.445
H 33.68639 -4.57949 -14.10742  0.053
O 31.23368 -9.10134 -16.52338  -0.289
H 32.42437 -10.18329 -12.73711  0.113
H 40.03320 -5.59682 -17.90077  0.119
H 29.26742 -13.22967 -16.55449  0.066
C 40.08516 -6.38263 -17.14718  -0.251
H 24.70670 -4.70969 -19.53359  0.128
C 32.44430 -4.12735 -16.56851  -0.083
H 28.72175 -8.59141 -13.86681  0.047